{
  "formula": "C6H10N2",
  "method": "ωB97M-V/def2-TZVPD",
  "symbols": ["C", "C", "C", "C", "C", "C", "H", "H", "H", "H", "H", "H", "H", "H", "H", "H", "N", "N"],
  "xyz": [[0.5196, 1.1445, 1.5525], [0.2358, 0.5950, 0.1861], [0.0141, -0.8179, 0.0882], [-0.1041, -1.7522, 1.0973], [0.1226, -1.2586, -1.2922], [-0.8456, -1.9591, -1.7277], [1.5565, 0.3831, 2.0212], [-0.8430, 0.5611, 2.5155], [0.5223, 2.6688, 1.7208], [0.0945, 2.9800, -1.8035], [0.2784, 3.1599, -0.1525], [-0.1608, -1.1744, 2.0789], [-0.5282, -2.7958, 1.0309], [0.8781, -0.8924, -2.0281], [-0.7298, -2.7848, -2.6116], [-1.7817, -2.0260, -0.8253], [0.2129, 1.3556, -0.9519], [0.5584, 2.6132, -0.8987]],
  "atomic_forces_ev_per_a": [[-0.2, 0.2, 2.9], [0.3, 4.1, -0.7], [1.0, -1.9, 0.0], [-1.3, 2.8, 0.6], [2.1, 1.7, -0.8], [-5.0, -5.3, -0.2], [-3.3, 3.1, -1.1], [3.3, 1.7, -2.1], [0.2, -5.1, -0.3], [1.5, 0.0, 2.0], [-0.6, 1.1, 2.2], [0.0, -1.7, -0.9], [1.2, 1.3, -0.3], [-0.1, -0.6, 1.2], [-0.9, 2.7, 1.8], [2.5, -0.5, -3.3], [0.0, -5.4, 3.9], [-0.8, 1.7, -5.0]],
  "orbital_gap_ha": 0.29681,
  "homo_ev": -8.256,
  "e_lumo_ha": -0.007,
  "e_above_lowest_kj_mol": 969.1,
  "max_force_ev_per_a": 7.247
}

{
  "formula": "C6H10N2",
  "method": "ωB97M-V/def2-TZVPD",
  "symbols": ["H", "N", "C", "C", "C", "C", "N", "C", "C", "H", "H", "H", "H", "H", "H", "H", "H", "H"],
  "xyz": [[-2.4264, 2.0122, -0.8934], [-2.0123, 1.5188, -0.1032], [-0.9337, 0.9324, -0.4106], [-0.2478, 0.7316, -1.7486], [0.6085, -0.4577, -1.3439], [1.1966, 0.0787, 0.2935], [2.0284, -0.6892, 1.0288], [-0.1707, 0.0754, 0.5222], [-0.8320, -0.4700, 1.7543], [-0.9593, 0.5222, -2.5511], [0.3617, 1.5943, -2.0207], [0.1163, -1.4255, -1.4698], [1.5928, -0.5099, -1.7963], [1.6996, -1.2662, 1.7950], [2.9700, -0.8442, 0.7116], [-0.5417, 0.1164, 2.6324], [-1.9153, -0.4094, 1.6626], [-0.5347, -1.5100, 1.9371]],
  "atomic_forces_ev_per_a": [[0.2, 0.0, 0.0], [-0.1, -0.1, 0.2], [-0.3, -0.6, -0.5], [0.3, 0.0, 0.2], [2.3, 1.1, -0.3], [-3.3, -1.9, -2.2], [0.5, -0.2, 0.3], [0.5, 1.2, 2.3], [0.0, 0.3, 0.1], [0.0, 0.0, 0.1], [0.0, -0.1, 0.0], [0.0, 0.1, 0.6], [-0.1, -0.1, -0.6], [0.1, 0.1, -0.2], [-0.1, 0.1, 0.2], [0.0, -0.1, 0.0], [0.0, 0.0, 0.0], [0.0, 0.1, -0.1]],
  "orbital_gap_ha": 0.31198,
  "homo_ev": -7.891,
  "e_lumo_ha": 0.022,
  "e_above_lowest_kj_mol": 308.1,
  "max_force_ev_per_a": 4.398
}

{
  "formula": "C6H10N2",
  "method": "ωB97M-V/def2-TZVPD",
  "symbols": ["N", "C", "C", "C", "C", "C", "C", "N", "H", "H", "H", "H", "H", "H", "H", "H", "H", "H"],
  "xyz": [[2.0223, -0.5948, -0.7180], [1.0826, -0.0283, 0.1981], [0.3185, -1.0726, 0.9425], [-0.9796, -1.4403, 0.6030], [-1.5029, -0.7388, -0.6391], [-1.0803, 0.4814, -0.9606], [0.1065, 1.0096, -0.2520], [-0.2448, 1.8283, 0.9207], [1.4895, -1.1790, -1.3792], [2.4489, 0.2636, -1.2309], [1.8077, 0.3998, 0.9985], [0.8203, -1.4769, 1.9024], [-1.4225, -2.3426, 1.0644], [-2.3749, -1.2704, -1.1304], [-1.6685, 1.0035, -1.7832], [0.5880, 1.6763, -1.0467], [-1.0433, 2.4530, 0.7831], [-0.3676, 1.0282, 1.7273]],
  "atomic_forces_ev_per_a": [[0.4, 1.1, -2.2], [1.4, 0.3, 2.9], [-1.7, -2.0, 1.9], [3.4, 0.7, -1.1], [-1.9, -2.0, 1.2], [-1.6, -1.0, -1.3], [0.3, 3.2, -1.7], [0.4, -2.4, 2.3], [0.6, 0.5, -0.1], [-0.8, -2.3, 0.7], [-1.6, 0.1, -1.1], [-0.9, 0.3, -1.9], [-0.1, 1.0, -0.3], [1.1, 1.0, 0.4], [1.3, -0.3, 1.1], [0.0, -0.5, 1.2], [0.1, -0.8, 0.3], [-0.4, 3.2, -2.3]],
  "orbital_gap_ha": 0.34279,
  "homo_ev": -8.701,
  "e_lumo_ha": 0.023,
  "e_above_lowest_kj_mol": 237.6,
  "max_force_ev_per_a": 3.969
}

{
  "formula": "C6H10N2",
  "method": "ωB97M-V/def2-TZVPD",
  "symbols": ["C", "C", "C", "C", "C", "C", "N", "N", "H", "H", "H", "H", "H", "H", "H", "H", "H", "H"],
  "xyz": [[1.2687, -0.0651, -0.8339], [1.6493, 0.9644, 0.2165], [-1.9585, 0.0631, -0.0341], [0.2405, -1.2338, 0.2385], [0.2517, 1.1211, 0.7847], [-0.4821, -0.0427, 0.2267], [-0.3025, -2.3547, -0.2738], [-0.3076, 2.0710, 1.4065], [-1.2397, -2.3942, -0.6613], [0.2703, -3.1721, -0.3951], [0.3540, 2.8039, 1.6622], [0.8853, 0.3638, -1.7623], [2.0004, -0.8294, -1.0672], [2.0463, 1.9009, -0.1825], [2.3444, 0.5550, 0.9494], [-2.5184, -0.4477, 0.7557], [-2.2751, 1.1047, -0.0432], [-2.2270, -0.4083, -0.9866]],
  "atomic_forces_ev_per_a": [[1.0, -1.2, 0.7], [-0.1, -0.3, 0.1], [0.0, 0.0, 0.2], [0.3, 2.5, -1.6], [0.2, 0.4, -0.5], [-1.1, -0.9, 1.2], [-0.1, -0.4, -0.1], [-0.1, -0.1, 0.0], [0.2, 0.0, 0.0], [-0.2, 0.0, 0.1], [0.0, -0.1, 0.0], [-0.4, -0.1, 0.2], [0.3, 0.2, -0.2], [-0.1, -0.1, 0.0], [0.0, 0.0, -0.1], [0.0, 0.0, -0.1], [0.0, 0.0, 0.0], [0.1, 0.0, 0.0]],
  "orbital_gap_ha": 0.31658,
  "homo_ev": -7.938,
  "e_lumo_ha": 0.025,
  "e_above_lowest_kj_mol": 340.5,
  "max_force_ev_per_a": 2.997
}

{
  "formula": "C6H10N2",
  "method": "ωB97M-V/def2-TZVPD",
  "symbols": ["C", "C", "C", "N", "C", "C", "C", "N", "H", "H", "H", "H", "H", "H", "H", "H", "H", "H"],
  "xyz": [[0.4881, 0.9873, 0.8458], [-0.7138, 0.1057, 1.0868], [0.0189, -1.5491, -1.4125], [0.3374, 2.0460, 0.0271], [2.2925, -0.0732, 1.2891], [-1.5966, -0.1038, -0.1184], [-1.2563, -0.7958, -1.2043], [1.5738, 0.9345, 1.6283], [-0.3764, 1.9959, -0.6856], [1.1596, 2.6028, -0.1557], [3.2184, -0.1346, 1.8823], [-0.3375, -0.8389, 1.4756], [-1.2861, 0.5900, 1.8852], [-2.5697, 0.3743, -0.0900], [-1.9884, -0.8830, -2.0020], [0.5251, -1.1950, -2.3152], [-0.1968, -2.6107, -1.5634], [0.7078, -1.4523, -0.5729]],
  "atomic_forces_ev_per_a": [[-1.0, 2.1, 0.4], [0.3, -0.2, -0.5], [0.0, 0.1, 0.1], [0.3, -1.5, 0.3], [1.4, -2.2, -0.6], [-0.1, 0.3, -0.2], [-0.1, -0.2, 0.1], [-1.1, 1.1, -0.2], [-0.1, 0.1, 0.1], [0.0, 0.0, 0.1], [0.0, 0.4, 0.3], [0.1, 0.0, 0.1], [0.2, 0.0, 0.0], [0.0, 0.0, 0.0], [0.0, 0.1, 0.0], [0.0, 0.0, 0.0], [0.0, 0.0, 0.0], [0.1, 0.0, 0.0]],
  "orbital_gap_ha": 0.26174,
  "homo_ev": -6.567,
  "e_lumo_ha": 0.020,
  "e_above_lowest_kj_mol": 365.5,
  "max_force_ev_per_a": 2.670
}

{
  "formula": "C6H10N2",
  "method": "ωB97M-V/def2-TZVPD",
  "symbols": ["C", "C", "C", "C", "C", "C", "N", "N", "H", "H", "H", "H", "H", "H", "H", "H", "H", "H"],
  "xyz": [[-0.9216, -1.0350, -0.3730], [0.0646, -1.3043, 0.4345], [-0.9794, -0.1051, -1.5257], [-0.1831, 1.1977, -1.5200], [1.9394, -1.9722, 1.6014], [-0.8072, 2.3292, 0.5561], [0.7915, -1.2229, 1.3955], [-0.1355, 2.2249, -0.8182], [-1.6564, -1.8026, -0.4680], [-0.7231, -0.7022, -2.3933], [-1.9616, 0.2649, -1.8526], [0.4831, 1.3950, -2.3842], [2.4286, -1.7374, 2.5999], [1.9084, -3.0848, 1.3808], [2.6313, -1.6104, 0.8522], [-1.5713, 1.6438, 0.5264], [-0.1527, 2.1488, 1.4640], [-1.1553, 3.3727, 0.5243]],
  "atomic_forces_ev_per_a": [[-3.2, 1.2, -3.1], [0.6, -2.3, 2.1], [-0.3, 2.1, 0.4], [1.2, -0.4, -1.8], [2.5, -1.3, 1.7], [2.1, 1.4, -1.6], [1.3, 2.1, 0.3], [0.3, 0.8, 3.4], [-0.6, -0.9, -0.5], [0.6, -0.2, -0.3], [-0.5, -0.4, 0.6], [-0.6, -0.8, -0.2], [-0.8, -0.6, -1.1], [-0.6, 0.8, 0.6], [0.6, 0.1, 0.0], [-2.2, -1.5, 0.6], [-0.4, 0.2, -1.5], [-0.1, -0.5, 0.6]],
  "orbital_gap_ha": [0.20657, 0.26324],
  "spin_multiplicity": 3,
  "homo_ev": [-4.934, -9.086],
  "e_lumo_ha": [0.025, -0.071],
  "e_above_lowest_kj_mol": 201.9,
  "max_force_ev_per_a": 4.669
}

{
  "formula": "C6H10N2O",
  "method": "ωB97M-V/def2-TZVPD",
  "symbols": ["C", "C", "C", "C", "C", "N", "N", "C", "H", "H", "H", "H", "H", "H", "H", "H", "O", "H", "H"],
  "xyz": [[-0.1587, -2.3894, 0.6606], [-0.2851, -1.5265, -0.1812], [-0.2248, -0.5343, -1.2846], [1.2317, -0.3940, -1.7728], [1.3990, 0.6124, -2.8272], [1.8243, 1.2910, -3.6822], [-0.8342, 0.7350, -0.9303], [-0.3022, 1.4138, 0.2402], [-0.1957, -3.2390, 1.3208], [-0.8018, -0.9397, -2.1285], [1.8816, -0.1159, -0.9302], [1.5967, -1.3626, -2.1409], [-1.8333, 0.5920, -0.8047], [-0.1358, 0.7547, 1.1114], [0.6691, 1.8656, -0.0044], [-0.9609, 2.2533, 0.4945], [-1.1367, 0.6839, 4.2598], [-0.2685, 0.5574, 4.6615], [-1.4647, -0.2578, 3.9380]],
  "atomic_forces_ev_per_a": [[-0.6, 0.4, -0.7], [0.8, -1.0, 0.5], [-0.4, -0.2, 0.1], [-0.2, 0.1, 0.5], [1.7, 1.2, -2.0], [-1.4, -1.4, 2.0], [-0.4, 0.1, -0.2], [0.6, 0.2, 0.1], [0.1, 0.5, -0.1], [0.1, 0.1, 0.2], [-0.2, 0.0, -0.2], [-0.2, 0.3, 0.0], [0.3, 0.0, -0.1], [-0.3, 0.2, -0.1], [-0.1, -0.1, 0.0], [0.1, -0.4, 0.1], [-1.1, -2.7, -1.0], [-0.2, -0.3, -0.1], [1.3, 3.0, 1.1]],
  "orbital_gap_ha": 0.36807,
  "homo_ev": -9.529,
  "e_lumo_ha": 0.018,
  "e_above_lowest_kj_mol": 300.2,
  "max_force_ev_per_a": 3.446
}

{
  "formula": "C6H10N2O",
  "method": "ωB97M-V/def2-TZVPD",
  "symbols": ["C", "C", "C", "N", "C", "C", "H", "H", "H", "H", "H", "H", "H", "N", "C", "O", "H", "H", "H"],
  "xyz": [[0.5799, 0.1237, -1.8542], [-0.2092, 0.8620, -0.8121], [-1.6170, 0.6541, -0.8687], [-2.7469, 0.4639, -0.8820], [0.3849, 0.9879, 0.6263], [0.2517, 2.1867, -0.2570], [0.6446, -0.9542, -1.5274], [1.5955, 0.5168, -1.9169], [0.1029, 0.1853, -2.8355], [-0.2748, 0.9047, 1.4763], [1.3741, 0.5855, 0.7800], [-0.5022, 2.9190, -0.0082], [1.1433, 2.6050, -0.6962], [0.0068, -1.9883, 2.1407], [-0.2493, -2.0497, 0.8212], [0.5822, -2.2986, -0.0243], [-0.7081, -1.7119, 2.7966], [0.9513, -2.1166, 2.4641], [-1.3099, -1.8752, 0.5773]],
  "atomic_forces_ev_per_a": [[0.3, -1.3, 0.2], [0.9, 0.3, 1.1], [-0.2, 0.0, 0.2], [-0.5, -0.1, 0.0], [-0.3, 0.3, -0.8], [-0.1, 0.2, 0.0], [0.0, 1.1, -0.7], [0.0, 0.0, 0.0], [0.1, 0.1, 0.1], [-0.1, 0.0, -0.1], [0.0, -0.2, -0.1], [-0.1, 0.0, 0.0], [0.1, 0.0, -0.1], [-0.1, 0.1, 0.5], [-0.2, -0.2, -0.2], [0.1, -0.2, 0.2], [0.2, -0.1, -0.1], [0.0, 0.0, 0.0], [0.0, 0.1, 0.0]],
  "orbital_gap_ha": 0.40012,
  "homo_ev": -10.139,
  "e_lumo_ha": 0.027,
  "e_above_lowest_kj_mol": 100.3,
  "max_force_ev_per_a": 1.425
}

{
  "formula": "C6H10N2O",
  "method": "ωB97M-V/def2-TZVPD",
  "symbols": ["C", "C", "O", "C", "N", "H", "H", "H", "C", "C", "C", "N", "H", "H", "H", "H", "H", "H", "H"],
  "xyz": [[0.7658, -2.1175, -0.0153], [0.6416, -0.9276, -0.9262], [-0.0240, -0.8634, -1.9289], [2.1830, -0.1949, -0.9468], [3.2591, 0.1804, -1.1768], [1.3095, -2.9058, -0.5372], [1.2903, -1.8428, 0.8982], [-0.2419, -2.4719, 0.2174], [-1.0212, 1.7169, -0.6291], [-0.4199, 0.8183, 0.4255], [-1.3885, 0.1146, 1.3475], [0.8042, 1.0368, 0.8695], [-1.4088, 2.6257, -0.1629], [-1.8428, 1.2056, -1.1353], [-0.2676, 1.9928, -1.3697], [-2.1073, -0.4687, 0.7675], [-0.8578, -0.5340, 2.0460], [-1.9449, 0.8590, 1.9227], [1.2713, 1.7766, 0.3339]],
  "atomic_forces_ev_per_a": [[-1.1, 0.6, 0.9], [3.6, -1.1, -2.8], [0.3, 0.7, 1.9], [-1.0, -0.3, -0.9], [-1.4, -0.4, 0.4], [0.0, 0.2, -0.2], [0.0, 0.0, 0.0], [0.1, -0.2, 0.0], [0.0, -0.6, -0.4], [1.6, 2.9, 2.3], [0.4, -0.8, -0.6], [-2.4, -0.7, -0.5], [0.0, -0.1, 0.1], [0.0, 0.1, -0.1], [-0.1, 0.0, 0.0], [-0.1, 0.0, 0.1], [-0.1, 0.1, 0.0], [0.1, 0.1, -0.2], [-0.1, -0.4, -0.2]],
  "orbital_gap_ha": 0.37471,
  "homo_ev": -10.501,
  "e_lumo_ha": -0.011,
  "e_above_lowest_kj_mol": 250.7,
  "max_force_ev_per_a": 4.709
}

{
  "formula": "C6H10N2O",
  "method": "ωB97M-V/def2-TZVPD",
  "symbols": ["C", "C", "C", "C", "C", "C", "O", "N", "N", "H", "H", "H", "H", "H", "H", "H", "H", "H", "H"],
  "xyz": [[-1.2013, -2.1227, 0.4630], [-1.8698, -1.0360, 0.0276], [-1.4637, 0.3518, 0.1991], [-0.2772, 1.0418, 0.0184], [-0.2885, 2.5250, -0.2377], [1.0680, 0.4686, 0.2483], [1.8344, 0.8812, 1.1116], [1.3994, -0.5418, -0.5919], [2.4363, -1.4307, -0.2889], [-0.2372, -2.0557, 0.9742], [-1.6714, -3.1253, 0.3805], [-2.9006, -1.1537, -0.4191], [-2.3776, 1.0017, 0.1788], [0.1907, 2.7921, -1.2193], [0.2561, 3.1048, 0.5172], [-1.3375, 2.8841, -0.3233], [0.6219, -0.9996, -1.1277], [2.4941, -1.4714, 0.7378], [3.3238, -1.1141, -0.6485]],
  "atomic_forces_ev_per_a": [[-0.9, -0.2, -0.2], [-0.1, -1.4, 0.8], [0.4, 2.3, -1.6], [-2.2, -0.3, 0.8], [-0.4, 0.7, -0.5], [0.9, -0.3, 0.1], [-0.6, -0.1, -0.4], [-1.1, -1.0, -1.3], [-0.3, -0.4, 0.9], [-0.4, 0.0, -0.2], [0.6, 0.8, -0.1], [1.3, 0.0, 0.5], [1.0, -0.3, 0.0], [-0.3, -0.5, 0.8], [-0.2, -0.2, 0.0], [0.7, -0.2, 0.2], [1.1, 0.8, 0.8], [0.3, 0.0, -0.6], [0.0, 0.3, 0.0]],
  "orbital_gap_ha": 0.34234,
  "homo_ev": -8.929,
  "e_lumo_ha": 0.014,
  "e_above_lowest_kj_mol": 212.3,
  "max_force_ev_per_a": 2.881
}

{
  "formula": "C6H10N2O",
  "method": "ωB97M-V/def2-TZVPD",
  "symbols": ["C", "C", "C", "C", "C", "C", "H", "H", "H", "H", "H", "H", "H", "H", "H", "H", "N", "N", "O"],
  "xyz": [[-0.6778, -0.6772, -0.7550], [0.8486, -0.4978, -1.0082], [1.0860, 0.9912, -0.6021], [-0.2133, 1.5017, 0.0936], [-1.3474, 0.5984, -0.1008], [0.9998, 0.3984, 1.7048], [0.4472, -2.3576, 0.6819], [-2.1186, -1.3475, 0.5245], [-1.0717, -0.8885, -1.8805], [1.0653, -0.8777, -2.0154], [1.2274, -1.5064, -0.4650], [1.7804, 1.6462, -1.0823], [-0.2522, 2.6388, -0.0491], [-2.0523, 0.0995, 0.6527], [-2.1168, 1.1987, -0.6782], [1.9818, -0.2839, 1.9486], [-0.7011, -2.1824, -0.2539], [1.0652, 1.3551, 0.8523], [0.0496, 0.1910, 2.4322]],
  "atomic_forces_ev_per_a": [[0.9, -3.1, -3.6], [-0.6, -1.0, 0.9], [-0.1, -1.0, 1.2], [3.2, 4.6, -0.8], [-1.1, -2.0, -0.5], [1.8, -5.2, 5.6], [-4.2, 0.9, -2.5], [2.5, -2.9, -0.7], [0.2, 0.7, 2.6], [0.2, 1.3, -0.1], [0.4, 3.0, -0.3], [0.0, 0.2, -0.8], [-1.0, -1.8, 0.1], [1.2, 1.1, 0.4], [1.1, -1.1, -0.2], [-1.7, 1.6, -1.1], [-1.4, 3.7, 3.9], [-1.3, 1.1, -4.1], [0.0, -0.1, -0.1]],
  "orbital_gap_ha": 0.33483,
  "homo_ev": -9.665,
  "e_lumo_ha": -0.020,
  "e_above_lowest_kj_mol": 1021.1,
  "max_force_ev_per_a": 7.813
}

{
  "formula": "C6H10N2O",
  "method": "ωB97M-V/def2-TZVPD",
  "symbols": ["C", "C", "C", "C", "N", "C", "C", "N", "O", "H", "H", "H", "H", "H", "H", "H", "H", "H", "H"],
  "xyz": [[-2.1137, -1.2198, 0.8120], [-1.0340, -0.9321, -0.2002], [-1.0685, 0.1800, -1.2078], [-1.6335, 1.4634, -0.6050], [-0.7192, 1.3541, 0.5683], [-0.0582, 0.2065, -0.0562], [1.4190, 0.1095, -0.1205], [2.0376, -0.9049, 0.5095], [2.1251, 1.1292, -0.2581], [-2.4971, -0.2975, 1.2649], [-2.9503, -1.7493, 0.3355], [-1.7215, -1.8548, 1.6182], [-0.5762, -1.8319, -0.6201], [-0.8781, 0.0077, -2.2668], [-1.4094, 2.3378, -1.2290], [-2.7028, 1.4653, -0.3459], [-0.0800, 2.1419, 0.6152], [1.8394, -1.8404, 0.1813], [2.9698, -0.4823, 0.8823]],
  "atomic_forces_ev_per_a": [[-0.2, 0.0, 0.1], [0.3, -0.1, 0.3], [0.1, 0.1, -0.3], [-0.3, 0.2, -0.2], [0.2, 0.2, 0.1], [-0.5, -0.9, -1.5], [1.4, 3.4, 1.8], [1.8, -0.1, 0.7], [-1.6, -0.6, -0.6], [0.1, -0.2, -0.1], [0.2, 0.1, 0.1], [-0.1, 0.2, -0.2], [0.0, 0.2, 0.0], [-0.1, 0.1, 0.3], [0.0, -0.2, 0.1], [0.3, 0.0, 0.0], [-0.1, -0.1, -0.1], [0.5, -0.1, 0.7], [-1.8, -2.1, -1.4]],
  "orbital_gap_ha": 0.34720,
  "homo_ev": -8.716,
  "e_lumo_ha": 0.027,
  "e_above_lowest_kj_mol": 232.5,
  "max_force_ev_per_a": 4.055
}